# 1
Below is a 4-piece molecular cluster, C4H14O4 overall, with properties calculated with the ωB97M-V functional and the def2-TZVPD basis.

Each line ends with the Mulliken charge.
Element x y z (Å)
O -0.898 -0.156 -1.405  -0.2980
C 0.479 -0.166 -1.569  -0.1409
C 1.164 0.713 -0.601  -0.3960
C 1.672 0.304 0.677  0.1564
C 3.032 -0.374 0.408  -1.2933
H 0.680 0.275 -2.548  0.3070
H 1.240 1.771 -0.847  0.2829
H 0.880 -1.188 -1.540  0.2708
H 1.003 -0.383 1.179  0.3750
H 1.844 1.178 1.303  0.4091
H 2.923 -1.251 -0.236  0.3841
H 3.738 0.315 -0.064  0.3885
H 3.509 -0.701 1.326  0.3598
H -0.509 0.957 0.798  0.0130
H -1.786 0.376 1.316  0.5178
O -1.269 1.266 1.281  -0.7158
H -3.704 -0.181 0.274  0.3912
H -3.888 -0.092 -1.244  0.2710
O -4.259 0.252 -0.428  -0.6688
H -2.461 -1.824 1.423  0.0756
H -1.129 -0.080 -0.454  0.2627
O -2.262 -1.010 0.952  -0.9519

The total energy comes out at -12559.505 eV. The charge is 0. For the molar mass, the calculation gives 126.15 g/mol. The HOMO energy comes out at -8.06 eV. The calculation puts the relative energy (zero: lowest compared OMol25 entry of this formula, charge and spin) at 5.523 eV. The LUMO energy is -4.159 eV.



# 2
Below is a 4-piece molecular cluster, C4H14O4 overall, with properties calculated with the ωB97M-V functional and the def2-TZVPD basis.

Each line ends with the Mulliken charge.
Element x y z (Å)
C 0.565 0.722 -0.543  0.5036
C -0.537 -0.012 -1.032  0.1150
C 1.256 -0.566 -1.302  -1.2459
C -1.191 0.295 -2.315  -1.5773
O 0.882 0.782 0.735  -0.9258
H 0.804 1.644 -1.074  0.4216
H -0.995 -0.753 -0.419  0.4158
H 1.124 -0.688 -2.370  0.4185
H 1.128 -1.532 -0.807  0.2976
H 2.295 -0.318 -1.179  0.4156
H -2.148 0.786 -2.085  0.4000
H -1.412 -0.603 -2.881  0.3985
H -0.599 0.964 -2.910  0.3889
H -0.037 -3.993 1.036  0.3109
H -0.257 -2.456 1.274  0.3952
O -0.090 -3.133 0.576  -0.6636
H 0.291 2.391 1.071  0.4145
H 0.105 3.761 1.766  0.2776
O -0.241 3.218 1.053  -0.6810
H -0.685 -0.646 2.933  0.2411
H 0.052 -0.200 1.559  0.4433
O -0.582 -0.889 2.009  -0.7643

The total energy comes out at -12562.699 eV. The charge is 0. For the molar mass, the calculation gives 126.15 g/mol. The HOMO energy comes out at -9.39 eV. The calculation puts the relative energy (zero: lowest compared OMol25 entry of this formula, charge and spin) at 2.329 eV. The LUMO energy is -0.032 eV.



# 3
Below is a 4-piece molecular cluster, C4H14O4 overall, with properties calculated with the ωB97M-V functional and the def2-TZVPD basis.

Each line ends with the Mulliken charge.
Element x y z (Å)
C 2.615 -1.650 -1.666  -1.2243
C 1.241 -1.083 -1.452  0.0408
C 0.323 -1.743 -0.757  -0.2002
C -1.114 -1.354 -0.627  -0.5955
O -1.250 0.073 -0.569  -0.5585
H 3.341 -0.835 -1.761  0.3389
H 3.013 -2.192 -0.838  0.3781
H 2.609 -2.266 -2.563  0.2603
H 1.036 -0.040 -1.668  0.2533
H 0.639 -2.714 -0.379  0.3001
H -1.596 -1.829 0.233  0.3366
H -1.718 -1.675 -1.479  0.2650
H -1.752 0.292 0.243  0.4263
O -0.172 2.539 -0.072  -0.6827
H -0.139 1.601 -0.343  0.4343
H -0.717 2.984 -0.725  0.2861
O -0.421 2.835 2.673  -0.6917
H 0.156 2.369 3.297  0.3282
H -0.156 2.465 1.808  0.3508
O -2.234 0.692 1.929  -0.6744
H -1.519 1.347 1.977  0.3360
H -2.184 0.183 2.739  0.2925

The total energy comes out at -12564.328 eV. The charge is 0. For the molar mass, the calculation gives 126.15 g/mol. As for the SMILES: C/C=C/CO.O.O.O. The HOMO energy comes out at -9.41 eV. The calculation puts the relative energy (zero: lowest compared OMol25 entry of this formula, charge and spin) at 0.700 eV. The LUMO energy is 0.604 eV.



# 4
Below is a 3-piece molecular cluster, C4H14O4 overall, with properties calculated with the ωB97M-V functional and the def2-TZVPD basis.

Each line ends with the Mulliken charge.
Element x y z (Å)
O -1.023 2.145 -2.394  -0.5303
C -0.270 1.062 -1.827  -0.3864
C -1.106 0.188 -0.880  -0.5484
C -1.613 0.778 0.492  -0.5085
C -0.715 0.151 1.551  0.0821
O 0.496 0.916 1.723  -0.4852
H -1.699 1.705 -2.933  0.3202
H 0.086 0.400 -2.630  0.3156
H 0.535 1.590 -1.311  0.1902
H -2.002 -0.120 -1.408  0.4743
H -0.607 -0.810 -0.862  0.2140
H -2.629 0.403 0.646  0.3167
H -1.563 1.867 0.568  0.2184
H -0.502 -0.907 1.420  -0.2912
H -1.254 0.185 2.494  0.3387
H 0.921 0.864 0.857  0.2850
O 3.476 -0.884 0.029  -0.6304
H 3.329 -1.056 0.968  0.3310
H 3.725 0.039 0.083  0.2998
O 0.794 -3.073 1.454  -0.6470
H 0.071 -2.558 1.063  0.3276
H 1.551 -2.884 0.897  0.3135

The total energy comes out at -12563.918 eV. The charge is 0. For the molar mass, the calculation gives 126.15 g/mol. As for the SMILES: OCCCCO.O.O. The HOMO energy comes out at -10.43 eV. The calculation puts the relative energy (zero: lowest compared OMol25 entry of this formula, charge and spin) at 1.111 eV. The LUMO energy is 0.455 eV.